Entry from the Open Molecules 2025 dataset: a 2-piece molecular cluster, C8H5F3O2S overall (ωB97M-V/def2-TZVPD).

Each atom is followed by the atoms it is bonded to, with distances in Å.
Positions of all 19 atoms, in Å:
1 S -3.170 -1.712 0.207  C8 1.727, C14 1.711
2 F 3.470 0.488 -1.111  C10 1.347
3 F 3.618 0.474 1.040  C10 1.337
4 F 4.131 -1.290 -0.088  C10 1.343
5 O 1.597 -1.918 -0.178  C12 1.296, H16 0.978
6 O -0.484 2.941 0.462  C11 1.237
7 C -2.413 0.626 -0.537  C8 1.347, C9 1.443, H19 1.074
8 C -3.486 -0.188 -0.540  S1 1.727, C7 1.347, H15 1.073
9 C -1.284 0.049 0.153  C7 1.443, C13 1.382, C14 1.385
10 C 3.265 -0.267 -0.015  F2 1.347, F3 1.337, F4 1.343, C12 1.509
11 C 0.363 2.052 0.309  O6 1.237, C13 1.369, H18 1.094
12 C 1.808 -0.658 0.045  O5 1.296, C10 1.509
13 C -0.124 0.773 0.351  C9 1.382, C11 1.369
14 C -1.582 -1.223 0.613  S1 1.711, C9 1.385, H17 1.072
15 H -4.455 0.005 -0.960  C8 1.073
16 H 0.643 -2.129 -0.216  O5 0.978
17 H -0.952 -1.885 1.172  C14 1.072
18 H 1.437 2.240 0.225  C11 1.094
19 H -2.382 1.624 -0.931  C7 1.074

2S+1 ... 3
Orbital gap (alpha / beta) ... 6.1 / 8.2 eV
HOMO (alpha / beta) ... -0.2562 / -0.3509 Ha